# 1
Entry from the OMol25 dataset: a structure of composition C31H39N5SSc (ωB97M-V/def2-TZVPD).

Highest occupied orbital energy (spin up / spin down) in eV: 0.01 / 0.17
Frontier orbital gap (spin up / spin down) in eV: 2.54 / 2.43
LUMO level (spin up / spin down) in eV: 2.55 / 2.61
Energy relative to the best compared isomer or geometry (same formula, charge and spin) in kJ/mol: 0.0

Geometry as ORCA input:
```
! wB97M-V def2-TZVPD RIJCOSX def2/J DEFGRID3
* xyz -1 1
C 0.39 -0.87 -1.33
N 0.90 -2.94 2.86
H -4.21 1.02 2.00
H 3.16 0.25 -4.99
C 0.56 -2.49 -2.89
C 0.77 -3.09 -1.72
H 0.00 2.83 -1.37
C -0.97 -4.22 3.67
H -1.45 -1.57 3.44
H 0.42 3.77 -6.48
C -3.90 0.55 4.12
H -2.36 -0.67 -2.30
H 2.22 -2.23 0.77
C -1.24 1.81 -4.26
H 3.62 0.28 3.40
H 3.91 -0.62 1.90
H -3.79 1.55 4.54
C 3.13 -0.23 2.56
C -1.54 -4.24 2.40
H -0.57 3.93 1.82
H 1.73 1.77 -5.90
H -2.19 0.05 5.38
H -1.55 2.47 2.04
C -2.18 0.40 -2.47
H -1.19 -3.75 0.30
C -2.64 -0.27 2.34
H -1.14 3.06 -6.96
C 1.28 2.00 0.14
C 0.26 -3.55 3.85
C 2.44 -0.38 -4.44
C 0.58 1.12 3.76
H 1.47 2.09 -1.99
H -3.10 0.85 -2.84
S -2.22 -0.71 0.74
H 0.73 -3.50 4.84
C -0.79 2.94 1.41
C 2.24 0.71 1.82
H 3.19 0.85 -1.50
H 0.81 0.11 4.12
H -1.07 4.14 -5.57
Sc 0.31 -0.18 0.62
H -4.92 0.20 4.30
N 0.71 -2.10 -0.73
H -1.24 3.08 0.42
C 1.07 2.68 -1.16
H -1.99 0.88 -1.49
C 1.12 0.32 -4.43
H 1.01 -4.10 -1.46
C 0.93 1.46 -5.23
C 1.13 -2.27 0.61
H -1.44 -4.70 4.52
C 0.08 -0.09 -3.57
C 1.05 1.31 2.35
N -2.10 -0.78 3.47
C 0.38 -3.01 1.60
H -2.15 2.40 -4.17
C -1.09 0.68 -3.45
C -2.86 -0.42 4.65
H 2.56 -1.09 2.96
H -2.51 -4.70 2.22
H 3.83 -0.27 -0.28
C -0.83 -3.70 1.33
C 3.50 0.77 -0.45
C -0.26 2.19 -5.18
C -0.52 3.35 -6.09
H 2.40 -1.34 -4.96
H 1.07 1.83 4.44
N -3.62 0.58 2.69
H -3.32 -1.30 5.11
C 0.45 2.10 1.31
H 2.86 -0.54 -3.44
H -0.50 1.26 3.85
H 0.52 -2.90 -3.88
H 1.56 3.67 -1.19
H 4.38 1.42 -0.31
N 0.30 -1.14 -2.65
C 2.39 1.15 0.46
*
```

***

# 2
Entry from the OMol25 dataset: a structure of composition C31H39N9O6W (ωB97M-V/def2-TZVPD).

Highest occupied orbital energy in eV: -19.72
Frontier orbital gap in eV: 5.39
LUMO level in eV: -14.33
Energy relative to the best compared isomer or geometry (same formula, charge and spin) in kJ/mol: 151.6

Geometry as ORCA input:
```
! wB97M-V def2-TZVPD RIJCOSX def2/J DEFGRID3
* xyz 4 1
H 2.67 0.91 -3.54
N -3.65 1.81 1.22
H -0.91 5.54 -1.83
H 3.68 -2.28 1.61
H -0.40 5.17 0.60
H -1.37 -3.29 1.97
C -0.91 4.54 -1.42
C 2.05 1.25 1.50
H 5.88 2.51 1.20
C 0.39 -1.57 -3.64
O -0.52 1.22 1.86
C -3.25 0.75 1.96
O -0.29 3.27 2.77
H 5.78 2.73 -0.57
H -3.59 3.68 2.22
N 1.43 0.84 0.38
H 0.96 -0.43 -6.17
O 2.88 0.21 -5.65
C 1.90 0.23 -3.20
C 4.05 1.81 0.31
C 1.35 -0.67 -4.11
H -5.20 3.19 1.68
C -0.43 2.61 1.81
H 3.27 -3.83 -0.95
N -0.16 -1.93 0.79
C 1.46 0.22 -1.90
H -1.25 -1.00 2.99
C -0.60 3.06 0.41
H 3.32 -1.08 0.38
C -1.25 2.21 -1.65
H -2.18 -2.58 0.56
H 3.22 0.22 -6.56
H -0.80 -2.15 -1.97
C 2.11 0.93 -0.79
N 0.48 -0.59 -1.47
C 0.75 -2.94 0.47
H 1.50 -5.41 -1.16
C 2.87 -1.77 1.09
O 6.05 0.76 0.06
N -3.64 0.85 3.22
H 2.09 -1.72 -5.80
H -3.89 2.47 -0.78
H 1.64 -5.83 0.55
N 0.39 -4.17 0.14
N -0.86 2.03 -0.40
C 3.38 1.43 -0.86
C -0.61 4.34 -0.07
H -0.70 -5.82 -0.48
C 1.82 -0.70 -5.54
H 2.28 -1.25 1.84
C -0.90 -4.90 0.06
C 3.35 1.72 1.50
H -2.82 -1.79 2.85
H 3.46 -4.31 0.73
H -2.60 -0.28 4.71
H -4.10 2.62 4.27
H -4.03 0.70 -0.54
H -1.58 3.58 -3.26
H -4.13 -1.01 4.12
C -1.47 -2.40 1.36
H 1.52 1.15 2.43
C -4.24 1.68 -0.12
O -1.89 0.02 -1.14
H -1.65 -4.35 -0.50
C -0.03 -1.49 -2.34
H 3.81 1.99 2.44
H -0.04 -2.32 -4.29
C -4.47 2.07 3.41
C -2.01 -1.34 2.28
H -5.32 1.78 -0.05
C -3.61 -0.09 4.36
H -5.50 1.77 3.59
N -2.44 -0.22 1.42
C -1.75 0.92 -2.21
C -1.27 3.46 -2.23
C -4.26 2.83 2.11
H -1.26 -5.17 1.05
C 1.59 -5.00 -0.15
H -4.15 0.39 5.17
H 3.91 1.45 -1.81
C 2.74 -4.01 -0.02
W -0.67 0.02 0.34
N 2.06 -2.77 0.43
O -1.95 0.66 -3.34
H 7.01 0.80 -0.01
C 5.53 2.06 0.26
*
```

***

# 3
Entry from the OMol25 dataset: a structure of composition C31H40AsF6Tm (ωB97M-V/def2-TZVPD).

Highest occupied orbital energy (spin up / spin down) in eV: -10.56 / -10.47
⟨S²⟩: 3.78
Frontier orbital gap (spin up / spin down) in eV: 6.76 / 4.16
LUMO level (spin up / spin down) in eV: -3.80 / -6.31

Geometry as ORCA input:
```
! wB97M-V def2-TZVPD RIJCOSX def2/J DEFGRID3
* xyz 1 4
C 3.07 -1.17 1.67
H 1.27 4.18 2.22
F -0.01 -2.95 0.19
H 4.88 0.06 1.85
H -1.70 -0.26 1.78
H 5.30 -0.17 -0.24
C 3.64 -2.23 0.72
H 2.66 2.41 -2.48
H 4.27 -2.92 1.27
H -1.48 3.13 3.28
H -7.49 1.13 -2.82
H -4.66 -3.27 2.39
C -4.14 -2.88 0.35
C -0.22 2.74 1.58
C -2.51 -1.13 -0.02
C -4.60 0.77 -1.11
C 1.71 1.97 0.05
F 0.51 -4.57 -3.02
C -1.72 -0.30 -0.94
C 2.25 -0.09 0.96
C 5.10 0.78 -0.71
H -4.81 -3.62 -0.05
H -1.88 1.77 0.55
C -3.73 0.55 -2.18
C -5.59 0.75 -3.71
H 5.77 0.88 -1.56
C -3.39 -2.11 -0.52
H 2.76 -2.79 3.07
H 3.89 -0.04 -3.13
H 4.25 -1.81 -0.08
C 0.81 1.74 1.12
C 4.19 -0.48 2.48
H -1.69 0.66 -2.83
H 1.72 2.87 -0.53
C -5.95 0.98 -1.35
C -2.30 0.29 -2.01
H 3.76 0.22 3.19
H -0.35 4.84 2.05
H -6.61 1.17 -0.52
H -3.10 -1.60 3.31
F -0.79 -2.59 -2.15
H 2.22 -0.06 -2.53
H 1.94 -1.33 3.55
F 1.55 -2.57 -1.72
As 0.22 -3.93 -1.48
C 0.37 4.15 1.62
H 5.33 1.58 -0.01
H 1.28 -2.33 2.24
C -2.37 -1.01 1.38
H 0.62 4.51 0.62
C 3.62 2.26 -1.98
C -4.05 -2.69 1.72
H -1.23 1.42 2.98
H 4.39 2.22 -2.75
H 3.83 3.10 -1.34
Tm 0.51 -1.00 -0.56
H 3.50 -1.17 -1.84
H -4.22 0.82 -0.10
C -4.24 0.57 -3.49
H 4.75 -1.23 3.04
H 2.82 -2.83 0.29
C 2.61 0.92 -0.09
H -1.02 2.96 -0.44
H 0.06 2.39 3.69
H 0.74 0.12 2.59
C 2.20 -1.94 2.69
F 1.42 -4.86 -0.68
C -1.39 2.74 0.57
C -3.16 -1.75 2.24
F -1.09 -4.91 -1.08
H -3.57 0.42 -4.32
C -6.44 0.96 -2.64
C -0.75 2.39 2.97
C 3.65 0.93 -1.21
C 3.29 -0.17 -2.23
C 1.10 0.47 1.63
H -3.48 -2.25 -1.59
H -5.97 0.72 -4.72
H -2.11 3.50 0.85
*
```

***

# 4
Entry from the OMol25 dataset: a structure of composition C31H40AsFN9O5PrSSi2 (ωB97M-V/def2-TZVPD).

Highest occupied orbital energy (spin up / spin down) in eV: -6.38 / -6.38
⟨S²⟩: 2.00
Frontier orbital gap (spin up / spin down) in eV: 4.79 / 4.78
LUMO level (spin up / spin down) in eV: -1.60 / -1.59
Energy relative to the best compared isomer or geometry (same formula, charge and spin) in kJ/mol: 59.9

Geometry as ORCA input:
```
! wB97M-V def2-TZVPD RIJCOSX def2/J DEFGRID3
* xyz 0 3
H -3.53 0.18 1.62
C 0.97 3.14 2.30
C -0.26 -3.76 -2.62
N -2.56 0.44 -0.25
H -0.48 -2.76 -3.00
C 0.57 -3.69 4.06
C -1.97 3.43 4.59
Si 3.92 -1.50 0.20
O -3.97 4.73 4.36
C 4.30 -0.91 1.94
C 0.74 1.78 1.63
C -1.10 4.51 2.19
H -3.81 3.43 -1.21
H -0.97 -3.98 -1.82
H -2.80 5.59 2.24
H -2.58 -2.75 0.85
N -0.01 0.30 -2.08
C -3.56 2.48 -0.70
H 6.29 -2.19 -0.31
H 1.17 -0.47 -5.12
C 0.97 -0.15 -2.91
C -4.01 2.04 0.54
C -0.65 0.51 -4.28
N 0.91 -2.35 4.12
C -2.69 1.48 -1.24
H 1.42 -0.14 5.96
N -2.29 4.88 2.78
H 3.06 0.56 -0.77
C 2.23 -0.91 5.76
H 5.31 -3.61 0.11
C 1.76 -5.69 -1.38
H 3.17 -4.17 -3.69
C -5.21 4.32 -6.59
H -0.26 -0.77 3.75
H 1.90 -0.56 -2.52
H 1.76 3.04 3.06
Si 1.50 -3.89 -1.93
C -4.35 2.16 -3.69
H 1.13 -5.90 -0.52
C 2.64 -3.30 -3.27
C -2.89 4.39 3.93
H 1.54 -6.41 -2.19
As 1.97 -2.94 0.24
H -1.38 -3.13 1.79
O -0.83 4.91 1.05
H -1.29 0.68 -5.15
H 2.77 -1.15 6.67
H 1.09 -5.15 5.49
O 1.51 1.34 0.71
C -4.45 3.69 -5.57
H 5.33 -0.62 2.02
N -0.26 3.66 2.93
H 2.93 -0.45 5.05
N 0.42 -1.35 3.22
H 1.21 -0.69 3.07
C -5.09 2.83 -4.67
O -1.69 -2.44 1.13
O -0.35 1.10 2.02
S -0.29 -4.66 3.01
C 1.65 -2.17 5.26
H 3.97 -0.36 -1.98
H -0.07 2.47 4.66
Pr -0.44 -0.48 0.25
C -0.73 3.16 4.13
F -2.49 2.70 5.60
H -4.87 1.49 -3.02
C 3.97 -0.03 -0.94
H 5.10 -2.89 -1.47
H -4.73 2.53 1.20
H 2.81 -5.85 -1.07
H 2.14 -2.80 -4.10
C -3.08 3.90 -5.46
H 4.10 -1.72 2.65
H -2.54 4.55 -6.13
N 1.80 -3.29 5.91
N -5.82 4.85 -7.42
N 1.13 -4.20 5.18
C -3.37 0.82 0.77
C -1.03 0.79 -2.93
C 5.27 -2.64 -0.43
H -6.18 2.69 -4.72
C -2.18 1.49 -2.55
H -0.43 -4.50 -3.43
H 4.86 0.59 -0.77
C -2.96 2.28 -3.61
H 1.22 3.86 1.52
H 3.64 -0.08 2.20
H 3.38 -2.62 -2.87
C 0.61 -0.08 -4.26
C -2.34 3.13 -4.56
H -1.27 3.26 -4.56
*
```

***

Number 1: maximum force 0.0570 Eh/bohr. Number 2: maximum force 0.0206 Eh/bohr. Number 3: maximum force 0.0579 Eh/bohr. Number 4: maximum force 0.0585 Eh/bohr.